DFT (ωB97M-V/def2-TZVPD) results for 3 unconnected molecules or ions with the total composition C23H20F2N2O3.

As for the frontier orbital gap: 8.577 eV. As for the charge: 0. The calculation puts the total energy at -38727.5276 eV. The calculation puts the largest force on an atom at 5.9 eV Å⁻¹. The HOMO energy is -0.342 Ha.

Atoms and positions in Å:
N: -0.019 2.855 -1.043
C: -1.231 2.529 -1.850
C: -0.828 2.420 -3.397
C: 0.216 1.269 -3.744
C: 0.469 0.007 -3.133
C: -0.250 -0.600 -1.833
C: 0.461 -0.608 -0.399
C: -0.466 -1.264 0.679
C: -1.880 -1.832 0.441
N: -2.472 -1.775 -0.851
C: -1.666 -1.213 -1.873
C: 1.613 -0.715 -3.979
O: 2.411 -1.627 -3.707
O: 1.517 -0.083 -5.289
C: 1.288 1.288 -4.955
O: 1.860 2.276 -5.486
H: 0.616 2.047 -0.981
H: -0.329 3.080 -0.086
H: -1.790 1.594 -1.488
H: -1.963 3.409 -1.716
H: -1.805 2.235 -3.986
H: -0.423 3.426 -3.770
H: 1.487 -0.167 -0.193
H: -0.058 -1.311 1.756
H: -2.478 -2.298 1.322
H: -2.157 -1.198 -2.920
F: 2.784 1.129 -1.385
C: 4.003 1.482 -0.938
C: 4.905 2.067 -1.812
C: 6.163 2.436 -1.350
C: 6.509 2.206 -0.020
C: 5.597 1.612 0.848
C: 4.335 1.253 0.388
H: 4.620 2.231 -2.846
H: 6.874 2.902 -2.024
H: 7.493 2.490 0.339
H: 5.870 1.430 1.882
H: 3.609 0.798 1.052
F: -4.398 -2.665 2.188
C: -4.486 -2.823 3.520
C: -5.696 -3.196 4.083
C: -5.785 -3.365 5.461
C: -4.666 -3.147 6.261
C: -3.457 -2.767 5.685
C: -3.364 -2.609 4.306
H: -6.558 -3.353 3.445
H: -6.725 -3.664 5.911
H: -4.737 -3.274 7.336
H: -2.587 -2.594 6.310
H: -2.428 -2.322 3.840

=====

DFT (ωB97M-V/def2-TZVPD) results for 2 unconnected molecules or ions with the total composition C28H35N5O2.

As for the frontier orbital gap: 7.871 eV. As for the charge: 0. The calculation puts the total energy at -41145.5782 eV. The calculation puts the largest force on an atom at 4.2 eV Å⁻¹. The relative energy (zero: lowest compared OMol25 entry of this formula, charge and spin) is 118.7 kcal/mol. The HOMO energy is -0.310 Ha.

Atoms and positions in Å:
C: 2.256 -0.413 3.047
C: 1.846 -1.943 3.216
C: 0.300 -2.174 3.452
C: -0.394 -2.768 2.134
C: -1.970 -2.891 2.296
C: 0.042 -1.842 0.951
C: 0.755 -2.323 -0.109
C: 1.222 -3.807 -0.290
C: 0.220 -4.693 -1.161
N: 0.772 -5.139 -2.449
N: -0.052 -5.937 -0.382
N: -0.994 -3.897 -1.434
C: 1.183 -1.330 -1.216
O: 1.441 -1.685 -2.345
C: 1.280 0.188 -0.818
C: 2.262 1.027 -1.714
C: 1.774 1.363 -3.028
C: 2.635 2.103 -3.952
C: 3.943 2.403 -3.358
C: 4.217 2.003 -2.000
N: 3.449 1.315 -1.098
C: 0.566 0.708 0.215
C: 0.624 2.225 0.586
C: -0.482 3.091 -0.193
C: -1.909 2.522 0.130
C: -2.791 2.975 1.256
C: -4.096 2.363 1.524
C: -4.610 1.250 0.705
C: -3.766 0.818 -0.415
C: -2.457 1.425 -0.696
C: -0.322 -0.311 1.019
O: -1.251 0.014 1.722
H: 2.527 -0.187 1.974
H: 1.447 0.286 3.393
H: 3.193 -0.207 3.635
H: 2.370 -2.297 4.151
H: 2.260 -2.513 2.347
H: 0.169 -2.933 4.267
H: -0.221 -1.229 3.769
H: 0.001 -3.816 2.035
H: -2.495 -2.195 1.586
H: -2.341 -3.944 2.141
H: -2.250 -2.534 3.328
H: 2.181 -3.748 -0.884
H: 1.477 -4.284 0.688
H: 1.791 -5.119 -2.455
H: 0.405 -4.547 -3.198
H: -0.643 -5.730 0.429
H: -0.568 -6.554 -1.020
H: -1.598 -3.829 -0.612
H: -1.553 -4.373 -2.148
H: 0.749 1.061 -3.340
H: 2.385 2.390 -4.995
H: 4.718 2.939 -3.951
H: 5.227 2.299 -1.602
H: 0.433 2.317 1.687
H: 1.606 2.703 0.333
H: -0.308 2.961 -1.293
H: -0.414 4.183 0.081
H: -2.485 3.794 1.956
H: -4.734 2.707 2.370
H: -5.593 0.771 0.928
H: -4.166 -0.034 -1.023
H: -1.868 1.024 -1.555
C: -1.084 7.497 -1.887
C: -1.521 7.016 -0.555
N: -1.862 6.636 0.483
H: -1.945 7.854 -2.452
H: -0.371 8.313 -1.770
H: -0.610 6.684 -2.437

=====

DFT (ωB97M-V/def2-TZVPD) results for a molecular structure, C32H25INO4OsPS2.

Its spin multiplicity is 2. As for the frontier orbital gap (spin up / spin down): 7.261 / 6.127 eV. As for the charge: +1. The calculation puts the total energy at -84789.4521 eV. The calculation puts the largest force on an atom at 2.7 eV Å⁻¹. The relative energy (zero: lowest compared OMol25 entry of this formula, charge and spin) is 56.1 kcal/mol. The HOMO energy (spin up / spin down) is -0.405 / -0.409 Ha.

Atoms and positions in Å:
Os: 0.352 0.192 0.259
I: 1.584 1.033 -2.164
C: 2.409 2.710 -1.196
C: 1.993 3.922 -1.658
C: 2.619 5.097 -1.188
C: 3.707 4.999 -0.377
C: 4.158 3.739 0.093
C: 5.349 3.634 0.849
C: 5.791 2.422 1.288
C: 4.968 1.292 1.130
C: 3.784 1.355 0.433
P: 2.649 -0.045 0.750
C: 3.449 -1.506 0.046
C: 4.428 -1.392 -0.936
C: 4.952 -2.536 -1.525
C: 4.491 -3.787 -1.148
C: 3.509 -3.904 -0.173
C: 2.989 -2.769 0.425
C: 2.782 -0.157 2.567
C: 3.505 -1.140 3.235
C: 3.615 -1.097 4.619
C: 3.021 -0.072 5.336
C: 2.288 0.905 4.672
C: 2.160 0.859 3.295
C: 3.429 2.563 -0.226
H: 1.205 3.993 -2.395
H: 2.255 6.059 -1.521
H: 4.252 5.887 -0.082
H: 5.904 4.538 1.065
H: 6.733 2.330 1.811
H: 5.260 0.358 1.595
H: 4.779 -0.414 -1.240
H: 5.715 -2.442 -2.286
H: 4.894 -4.674 -1.620
H: 3.144 -4.881 0.115
H: 2.223 -2.857 1.186
H: 3.986 -1.936 2.682
H: 4.174 -1.866 5.136
H: 3.116 -0.039 6.413
H: 1.812 1.706 5.223
H: 1.589 1.621 2.783
C: -4.705 5.067 -2.440
C: -3.738 4.424 -1.488
C: -2.845 3.447 -1.930
C: -1.907 2.899 -1.074
C: -1.878 3.315 0.252
C: -2.771 4.274 0.723
C: -3.686 4.825 -0.154
S: -0.756 2.617 1.397
O: -0.718 3.422 2.571
O: 0.539 2.382 0.731
N: -1.158 1.054 1.714
C: -2.483 0.718 1.737
C: -2.872 0.147 0.107
O: -4.050 0.062 -0.041
O: -1.826 -0.045 -0.531
H: -4.838 4.465 -3.337
H: -4.323 6.044 -2.744
H: -5.675 5.227 -1.971
H: -2.886 3.107 -2.957
H: -1.212 2.159 -1.444
H: -2.725 4.582 1.759
H: -4.382 5.574 0.205
H: -3.192 1.523 1.915
H: -2.711 -0.188 2.294
S: -0.163 -2.763 -1.101
C: 0.275 -1.664 -0.138

=====

DFT (ωB97M-V/def2-TZVPD) results for a molecular structure, C20H32As4MoO7S5.

As for the frontier orbital gap: 5.046 eV. As for the charge: +2. The calculation puts the total energy at -334963.7109 eV. The calculation puts the largest force on an atom at 0.2 eV Å⁻¹. The HOMO energy is -0.482 Ha.

Atoms and positions in Å:
Mo: 0.371 0.549 -0.036
O: -0.901 3.339 3.307
As: -0.287 1.743 3.040
O: -1.163 0.578 3.733
O: -0.379 1.725 1.268
C: 1.570 1.974 3.461
C: 1.894 3.007 4.328
C: 3.208 3.171 4.758
C: 4.202 2.303 4.339
C: 3.896 1.263 3.472
C: 2.588 1.114 3.037
S: 2.301 -0.163 1.886
O: 3.147 -1.267 2.141
O: 0.815 -0.427 1.860
O: 2.440 0.420 0.485
H: -1.728 3.313 3.810
H: 1.125 3.683 4.673
H: 3.447 3.980 5.436
H: 5.218 2.427 4.688
H: 4.661 0.573 3.144
C: -3.149 -1.254 -0.904
As: -2.031 -0.589 0.535
C: -3.266 0.568 1.470
C: -1.742 -2.026 1.819
C: -1.074 -3.351 1.423
C: -1.917 -4.116 0.399
C: 0.371 -3.213 0.918
As: 0.803 -2.054 -0.583
C: 0.110 -2.841 -2.211
C: 2.695 -2.323 -0.880
C: -0.998 -4.196 2.715
As: -0.002 -3.381 4.238
C: -1.524 -2.681 5.253
C: 0.217 -5.049 5.229
H: -2.590 -1.723 -1.705
H: -3.725 -0.424 -1.308
H: -3.835 -1.977 -0.464
H: -4.273 0.237 1.217
H: -3.133 1.601 1.159
H: -3.079 0.472 2.536
H: -2.747 -2.242 2.195
H: -1.206 -1.524 2.626
H: -1.962 -3.622 -0.572
H: -2.940 -4.239 0.759
H: -1.505 -5.114 0.243
H: 0.726 -4.194 0.586
H: 1.033 -2.884 1.721
H: 0.305 -3.912 -2.141
H: 0.669 -2.436 -3.055
H: -0.950 -2.679 -2.365
H: 2.802 -3.317 -1.312
H: 3.246 -2.260 0.053
H: 3.062 -1.576 -1.581
H: -0.502 -5.144 2.486
H: -2.011 -4.440 3.046
H: -1.846 -1.720 4.856
H: -1.197 -2.522 6.281
H: -2.353 -3.389 5.255
H: 0.948 -5.684 4.731
H: -0.731 -5.580 5.313
H: 0.585 -4.819 6.227
O: -3.377 4.536 -0.948
C: -2.469 3.805 -1.132
S: -2.642 2.126 -1.734
C: -0.944 1.727 -1.660
C: -0.071 2.780 -1.282
S: 1.559 2.392 -1.034
S: -0.749 4.271 -0.817
S: -0.343 0.230 -2.258

=====

DFT (ωB97M-V/def2-TZVPD) results for a molecular structure, C6H6O6Tl.

As for the frontier orbital gap: 7.222 eV. As for the charge: -1. The calculation puts the total energy at -23296.5865 eV. The calculation puts the largest force on an atom at 4.5 eV Å⁻¹. The relative energy (zero: lowest compared OMol25 entry of this formula, charge and spin) is 16.0 kcal/mol. The HOMO energy is -0.157 Ha.

Atoms and positions in Å:
O: 2.525 0.607 0.016
C: 2.551 1.987 0.253
O: 1.464 2.579 0.070
O: 3.598 2.409 0.733
C: 1.918 -0.233 0.908
H: 1.841 0.153 1.927
C: 1.702 -1.531 0.550
H: 2.053 -1.892 -0.419
H: 1.511 -2.248 1.349
H: -0.281 0.001 1.308
O: -1.227 0.206 0.826
C: -1.779 -0.893 0.323
C: -2.690 -0.904 -0.662
C: -2.830 0.128 -1.742
O: -3.333 -0.246 -2.818
O: -2.318 1.276 -1.552
Tl: -0.603 2.173 -0.595
H: -0.882 -1.725 0.336
H: -3.218 -1.847 -0.811

=====

DFT (ωB97M-V/def2-TZVPD) results for 2 unconnected molecules or ions with the total composition C5H15NO2.

As for the frontier orbital gap: 9.266 eV. As for the charge: 0. The calculation puts the total energy at -11012.0739 eV. The calculation puts the largest force on an atom at 1.0 eV Å⁻¹. The relative energy (zero: lowest compared OMol25 entry of this formula, charge and spin) is 43.2 kcal/mol. The HOMO energy is -0.314 Ha.

Atoms and positions in Å:
C: 0.009 -3.070 0.606
N: -0.735 -2.028 -0.079
C: -1.303 -2.498 -1.338
C: 0.073 -0.821 -0.257
C: -0.784 0.436 -0.140
C: -0.162 1.690 -0.797
O: 1.076 1.479 -1.518
H: -0.681 -3.877 0.859
H: 0.878 -3.441 0.055
H: 0.319 -2.687 1.578
H: -1.288 -3.586 -1.333
H: -2.351 -2.190 -1.449
H: -0.768 -2.134 -2.222
H: 0.657 -0.879 -1.176
H: 0.799 -0.796 0.536
H: -1.822 0.222 -0.397
H: -0.852 0.679 0.923
H: 0.162 2.365 -0.006
H: -0.841 2.262 -1.419
H: 0.897 0.808 -2.188
O: 1.635 4.256 3.119
H: 1.332 4.397 2.217
H: 0.853 4.230 3.672

=====

DFT (ωB97M-V/def2-TZVPD) results for 2 unconnected molecules or ions with the total composition CH9N2O.

As for the frontier orbital gap: 11.303 eV. As for the charge: +1. The calculation puts the total energy at -6204.4096 eV. The calculation puts the largest force on an atom at 1.5 eV Å⁻¹. The relative energy (zero: lowest compared OMol25 entry of this formula, charge and spin) is 4.8 kcal/mol. The HOMO energy is -0.537 Ha.

Atoms and positions in Å:
O: 2.202 0.759 -0.611
H: 2.579 1.183 -1.369
H: 0.566 0.469 0.296
H: 2.966 0.320 -0.210
N: -0.311 0.718 0.776
C: -1.365 -0.505 0.511
N: -1.049 -1.219 -0.624
H: -0.154 0.801 1.774
H: -0.630 1.583 0.375
H: -1.360 -1.086 1.426
H: -2.285 0.051 0.375
H: -1.419 -0.906 -1.498
H: -0.233 -1.800 -0.678